[1]
ORCA calculation (ωB97M-V/def2-TZVPD) on a 10-piece molecular cluster, C55H69BrN3O32PSSi overall in a non-equilibrium geometry.

Total charge = 0
SMILES = CCNC1=C(Br)C(=O)c2c(CCO[Si](C)(C)C)c(Cc3ccccc3)c(CCSc3nnco3)c([PH2]=O)c2C1=O.O=C1OCCO1.O=C1OCCO1.O=C1OCCO1.O=C1OCCO1.O=C1OCCO1.O=C1OCCO1.O=C1OCCO1.O=C1OCCO1.O=C1OCCO1
HOMO = -8.51 eV
E_LUMO = -0.76 eV
2S+1 = 1
Energy = -8312.29403 hartree

Atoms and positions in Å:
C 6.595 -1.405 3.407
C 7.567 -1.142 2.248
N 7.112 -0.150 1.241
C 5.803 -0.412 0.784
C 5.548 -1.389 -0.085
Br 6.882 -2.532 -0.831
C 4.120 -1.663 -0.503
O 3.890 -2.763 -0.974
C 3.055 -0.606 -0.286
C 1.856 -0.629 -0.980
C 1.577 -1.710 -2.003
C 2.169 -1.221 -3.368
O 3.594 -1.219 -3.382
Si 4.309 0.192 -3.976
C 3.390 1.009 -5.399
C 5.994 -0.360 -4.677
C 4.730 1.453 -2.616
C 0.903 0.370 -0.739
C -0.434 0.311 -1.488
C -1.518 -0.420 -0.689
C -2.509 0.307 -0.043
C -3.488 -0.294 0.706
C -3.532 -1.669 0.848
C -2.565 -2.403 0.188
C -1.578 -1.795 -0.555
C 1.147 1.412 0.156
C 0.148 2.532 0.412
C -0.677 2.406 1.728
S -0.057 1.173 2.917
C 0.000 2.148 4.380
N -0.619 3.252 4.567
N -0.310 3.760 5.804
C 0.491 2.889 6.309
O 0.738 1.868 5.492
C 2.397 1.431 0.822
P 2.763 2.812 2.001
O 2.821 2.323 3.406
C 3.334 0.431 0.619
C 4.658 0.423 1.343
O 4.881 1.026 2.373
H 6.345 -0.466 3.927
H 7.027 -2.046 4.181
H 5.638 -1.856 3.114
H 7.853 -2.106 1.818
H 8.477 -0.718 2.698
H 7.113 0.750 1.714
H 1.948 -2.693 -1.717
H 0.513 -1.837 -2.212
H 1.843 -1.975 -4.103
H 1.717 -0.236 -3.557
H 2.314 1.145 -5.212
H 3.794 2.031 -5.494
H 3.498 0.494 -6.361
H 5.881 -0.439 -5.770
H 6.313 -1.333 -4.290
H 6.736 0.433 -4.518
H 5.684 1.910 -2.926
H 4.941 0.951 -1.664
H 3.994 2.261 -2.529
H -0.313 -0.156 -2.471
H -0.847 1.306 -1.681
H -2.527 1.392 -0.134
H -4.259 0.280 1.220
H -4.276 -2.196 1.437
H -2.583 -3.489 0.283
H -0.850 -2.458 -1.015
H -0.582 2.634 -0.397
H 0.723 3.461 0.373
H -0.674 3.391 2.215
H -1.730 2.178 1.562
H 0.912 3.031 7.298
H 1.769 3.812 1.973
H 4.042 3.340 1.672
C -8.321 -2.157 -1.789
C -7.877 -1.256 -0.667
O -6.458 -1.429 -0.671
C -6.101 -1.841 -1.921
O -4.980 -1.914 -2.308
O -7.191 -2.154 -2.663
H -9.205 -1.785 -2.299
H -8.509 -3.180 -1.459
H -8.105 -0.205 -0.857
H -8.300 -1.541 0.294
C -3.134 0.000 -5.054
C -3.547 1.447 -4.941
O -2.309 2.101 -4.648
C -1.309 1.317 -5.112
O -0.166 1.649 -5.171
O -1.773 0.104 -5.494
H -3.732 -0.557 -5.772
H -3.157 -0.521 -4.095
H -3.944 1.847 -5.877
H -4.273 1.617 -4.148
C -0.666 6.696 -0.606
C -1.875 7.577 -0.432
O -2.904 6.832 -1.096
C -2.530 5.527 -1.101
O -3.237 4.625 -1.425
O -1.250 5.386 -0.688
H 0.025 6.765 0.226
H -0.127 6.901 -1.532
H -2.154 7.705 0.617
H -1.751 8.557 -0.886
C 2.838 9.025 3.192
C 2.478 7.583 3.456
O 1.488 7.328 2.454
C 1.686 8.208 1.446
O 1.132 8.143 0.391
O 2.583 9.156 1.789
H 3.878 9.249 3.421
H 2.198 9.724 3.733
H 3.319 6.905 3.303
H 2.073 7.423 4.452
C 1.986 -5.181 -4.478
C 1.814 -5.550 -5.931
O 0.395 -5.651 -6.062
C -0.166 -4.894 -5.082
O -1.320 -4.630 -5.014
O 0.774 -4.480 -4.191
H 2.852 -4.545 -4.303
H 2.050 -6.055 -3.826
H 2.177 -4.773 -6.607
H 2.295 -6.492 -6.185
C 1.135 -0.872 9.370
C 1.465 0.177 8.338
O 2.280 1.093 9.070
C 2.828 0.415 10.113
O 3.682 0.841 10.817
O 2.267 -0.817 10.240
H 1.022 -1.865 8.941
H 0.237 -0.630 9.943
H 2.045 -0.225 7.505
H 0.581 0.671 7.945
C -12.017 -3.049 -6.058
C -11.976 -1.876 -5.107
O -10.887 -2.213 -4.247
C -10.073 -3.068 -4.924
O -8.999 -3.404 -4.552
O -10.656 -3.481 -6.079
H -12.350 -2.771 -7.055
H -12.641 -3.865 -5.690
H -11.749 -0.935 -5.613
H -12.897 -1.761 -4.540
C -8.862 -7.102 0.004
C -8.655 -6.422 1.337
O -9.209 -5.124 1.112
C -10.103 -5.229 0.096
O -10.858 -4.369 -0.226
O -10.024 -6.442 -0.503
H -9.034 -8.172 0.098
H -8.032 -6.935 -0.685
H -9.206 -6.907 2.145
H -7.606 -6.353 1.616
C 11.477 -1.744 5.412
C 10.217 -0.942 5.630
O 9.220 -1.752 5.004
C 9.682 -3.031 4.985
O 9.028 -3.974 4.684
O 10.988 -3.084 5.355
H 12.196 -1.629 6.220
H 11.967 -1.507 4.465
H 9.969 -0.830 6.687
H 10.260 0.043 5.170

Results of the Mulliken charge analysis, in e, for atoms 1 through 8:
1. C -0.96
2. C -0.45
3. N -0.33
4. C -0.14
5. C -0.37
6. Br -0.11
7. C 0.78
8. O -0.65

***

[2]
ORCA calculation (ωB97M-V/def2-TZVPD) on C55H71N4O as an isolated structure in a non-equilibrium geometry.

Total charge = +1
HOMO = -8.21 eV
E_LUMO = -3.49 eV
2S+1 = 1
Energy = -2432.20123 hartree

Atoms and positions in Å:
C 0.782 3.835 3.585
N -0.163 3.200 4.472
C -0.553 1.898 4.504
C 0.102 0.841 3.636
C 0.120 1.112 2.234
C 1.179 0.770 1.248
C 2.050 2.041 1.162
C 3.216 2.183 1.930
C 4.021 3.316 1.779
C 3.612 4.358 0.946
C 2.394 4.268 0.266
C 1.589 3.135 0.425
O 0.599 -0.184 4.195
N -1.410 1.804 5.565
C -2.091 0.591 6.096
C -3.174 1.011 7.073
C -1.070 -0.252 6.840
C -2.709 -0.176 4.943
C -1.512 3.035 6.183
C -0.762 3.907 5.487
H 0.919 4.862 3.939
H 1.750 3.323 3.598
H 0.401 3.872 2.560
H -0.694 1.773 1.913
H 2.425 -0.253 2.711
H 3.522 1.410 2.645
H 4.967 3.367 2.322
H 4.254 5.229 0.804
H 2.045 5.074 -0.381
H 0.585 3.108 -0.003
H -3.903 1.695 6.620
H -3.722 0.116 7.390
H -2.758 1.466 7.979
H -0.252 -0.539 6.175
H -0.674 0.310 7.692
H -1.568 -1.151 7.222
H -1.945 -0.591 4.282
H -3.296 -1.003 5.358
H -3.387 0.468 4.373
H -2.102 3.213 7.064
H -0.570 4.950 5.658
C 1.007 -4.815 -0.557
C 0.701 -3.987 0.696
C -0.809 -3.826 0.848
C 1.236 -4.736 1.926
C 1.353 -2.587 0.641
C 1.342 -1.747 1.722
C 2.079 -0.449 1.689
C 3.250 -0.542 0.762
C 3.212 -1.314 -0.357
C 4.395 -1.362 -1.337
C 4.162 -0.417 -2.518
C 4.604 -2.783 -1.863
C 5.695 -0.924 -0.659
C 1.990 -2.050 -0.551
N 1.173 -1.719 -1.649
C 0.216 -0.741 -1.592
C -0.067 -0.084 -0.313
C -1.471 0.483 -0.278
C -2.456 -0.476 -0.020
C -3.794 -0.109 0.063
C -4.142 1.243 -0.026
C -3.153 2.207 -0.213
C -1.813 1.835 -0.360
N -0.309 -0.590 -2.850
C -1.513 0.102 -3.308
C -1.448 1.479 -3.622
C -0.132 2.210 -4.023
C -0.412 3.655 -4.441
C 0.512 1.524 -5.229
C 0.845 2.266 -2.859
C -2.651 2.195 -3.651
C -3.873 1.544 -3.579
C -3.909 0.159 -3.521
C -2.731 -0.602 -3.477
C -2.861 -2.142 -3.671
C -4.324 -2.581 -3.795
C -2.298 -2.890 -2.475
C -2.202 -2.596 -4.979
C 0.453 -1.410 -3.709
C 1.303 -2.131 -2.976
H 2.089 -4.922 -0.698
H 0.577 -5.821 -0.453
H 0.577 -4.360 -1.457
H -1.051 -3.252 1.752
H -1.224 -3.309 -0.026
H -1.304 -4.806 0.916
H 1.011 -4.191 2.851
H 0.779 -5.732 1.997
H 2.322 -4.871 1.849
H 0.789 -1.972 2.636
H -0.137 -0.945 0.352
H 4.122 0.087 0.961
H 3.961 0.605 -2.168
H 5.061 -0.400 -3.151
H 3.322 -0.752 -3.135
H 4.813 -3.467 -1.032
H 3.725 -3.152 -2.400
H 5.457 -2.793 -2.554
H 5.896 -1.522 0.238
H 6.531 -1.073 -1.355
H 5.677 0.140 -0.397
H 0.819 0.604 0.088
H -2.149 -1.515 0.131
H -4.549 -0.884 0.208
H -5.190 1.536 0.037
H -3.411 3.266 -0.264
H -1.056 2.593 -0.555
H -0.798 4.250 -3.606
H 0.521 4.126 -4.771
H -1.118 3.696 -5.276
H 0.946 0.556 -4.971
H -0.235 1.373 -6.018
H 1.313 2.158 -5.628
H 1.071 1.269 -2.474
H 1.788 2.736 -3.171
H 0.425 2.860 -2.041
H -2.651 3.281 -3.729
H -4.803 2.115 -3.573
H -4.887 -0.324 -3.504
H -4.808 -2.118 -4.663
H -4.364 -3.667 -3.941
H -4.898 -2.352 -2.891
H -1.266 -2.612 -2.268
H -2.893 -2.675 -1.580
H -2.325 -3.973 -2.660
H -1.119 -2.676 -4.897
H -2.582 -3.588 -5.259
H -2.449 -1.897 -5.788
H 0.303 -1.404 -4.774
H 1.991 -2.909 -3.269

Results of the Mulliken charge analysis, in e, for atoms 1 through 8:
1. C -0.53
2. N 0.05
3. C -0.38
4. C 1.05
5. C -1.12
6. C 1.76
7. C 0.91
8. C -0.18

***

Question: Which of these has the lowest HOMO?
Answer: C55H69BrN3O32PSSi